1.
The following is a DFT calculation (ωB97M-V with the def2-TZVPD basis set) of a structure of composition C43H61BrN10O3PS2Ta at a distorted geometry.

Calculated values
* gap between HOMO and LUMO: 6.65 eV
* HOMO energy: -7.111 eV
* DFT total energy: -6217.38824 hartree
* ΔE to the lowest compared entry with this formula, charge and spin: 140.0 kJ/mol
* LUMO energy: -0.0168 hartree

```
! RIJCOSX wB97M-V def2-TZVPD def2/J DEFGRID3
* xyz 0 1
Ta 0.188 -1.346 -0.932
C 1.935 -5.585 -4.295
S 2.993 -4.173 -3.960
C 2.313 -3.536 -2.475
S 0.806 -4.053 -1.839
N 3.086 -2.633 -1.916
N 2.448 -2.176 -0.774
C 3.166 -2.057 0.265
C 2.384 -2.033 1.504
C 2.941 -2.218 2.755
C 2.086 -2.427 3.830
C 0.722 -2.433 3.608
C 0.254 -2.203 2.320
N 1.063 -2.019 1.289
H 2.365 -6.066 -5.173
H 0.916 -5.275 -4.510
H 1.937 -6.283 -3.460
H 4.236 -2.243 0.256
H 4.016 -2.221 2.874
H 2.486 -2.592 4.823
H 0.020 -2.622 4.409
H -0.800 -2.194 2.085
O -1.181 0.821 -2.651
H -1.984 1.008 -3.150
H -0.484 1.364 -3.037
C 6.223 0.729 -2.091
C 4.784 1.121 -2.110
C 4.165 2.353 -2.058
C 2.783 2.065 -2.092
N 2.570 0.761 -2.137
N 3.796 0.209 -2.144
C 1.624 3.007 -2.119
H 6.854 1.607 -2.209
H 6.455 0.033 -2.898
H 6.492 0.247 -1.149
H 4.641 3.319 -2.021
H 3.860 -0.793 -2.317
H 1.916 4.011 -1.809
H 0.839 2.650 -1.451
H 1.213 3.091 -3.130
Br -2.144 -2.693 -3.683
C -1.736 -1.313 -4.893
C -2.762 -0.882 -5.724
C -2.537 0.124 -6.652
C -1.275 0.686 -6.768
C -0.253 0.238 -5.948
C -0.466 -0.749 -4.986
C 0.741 -1.066 -4.141
O 1.842 -1.050 -4.632
O 0.540 -1.291 -2.860
H -3.736 -1.345 -5.642
H -3.347 0.453 -7.290
H -1.085 1.463 -7.496
H 0.745 0.650 -6.026
C -3.752 -0.601 -1.009
C -3.755 -1.954 -0.350
C -4.974 -2.549 -0.046
C -5.039 -3.787 0.572
C -3.862 -4.442 0.896
C -2.619 -3.891 0.605
C -1.379 -4.658 0.978
C -2.563 -2.638 -0.036
N -1.342 -2.057 -0.346
H -4.298 0.127 -0.403
H -4.242 -0.646 -1.986
H -2.741 -0.230 -1.157
H -5.888 -2.023 -0.301
H -5.998 -4.243 0.786
H -3.899 -5.410 1.383
H -1.275 -4.723 2.065
H -0.476 -4.208 0.574
H -1.432 -5.681 0.600
N 0.160 0.336 0.048
P -0.052 1.282 1.278
N -0.855 0.555 2.566
C -2.182 0.048 2.165
C -2.809 -0.853 3.221
C -2.839 -0.164 4.580
C -1.447 0.341 4.940
C -0.927 1.267 3.852
N -0.855 2.678 0.861
C -0.865 3.887 1.687
C -2.283 4.323 2.038
C -3.111 4.511 0.773
C -3.093 3.223 -0.042
C -1.662 2.799 -0.348
N 1.306 1.895 2.034
C 2.165 0.943 2.744
C 3.068 1.677 3.723
C 3.944 2.674 2.972
C 3.071 3.598 2.129
C 2.145 2.796 1.225
H -2.069 -0.478 1.219
H -2.859 0.902 2.001
H -2.256 -1.792 3.301
H -3.815 -1.119 2.889
H -3.223 -0.838 5.348
H -3.523 0.692 4.535
H -0.758 -0.504 5.043
H -1.458 0.874 5.893
H 0.055 1.659 4.105
H -1.613 2.123 3.774
H -0.382 4.697 1.120
H -0.268 3.720 2.581
H -2.247 5.245 2.624
H -2.750 3.555 2.662
H -2.671 5.317 0.174
H -4.132 4.813 1.014
H -3.638 3.351 -0.981
H -3.591 2.424 0.516
H -1.207 3.555 -1.006
H -1.631 1.852 -0.870
H 2.790 0.419 2.009
H 1.549 0.202 3.251
H 3.675 0.957 4.277
H 2.442 2.209 4.448
H 4.623 2.125 2.309
H 4.564 3.248 3.664
H 3.688 4.257 1.513
H 2.465 4.232 2.785
H 2.735 2.206 0.512
H 1.507 3.463 0.651
*
```

Löwdin population analysis, charges in e, atoms 1 to 6: atom 1 (Ta): 1.609, atom 2 (C): -0.445, atom 3 (S): 0.861, atom 4 (C): -1.105, atom 5 (S): 0.596, atom 6 (N): -0.108


2.
The following is a DFT calculation (ωB97M-V with the def2-TZVPD basis set) of a structure of composition C43H61CsN10O2 at a distorted geometry.

Calculated values
* gap between HOMO and LUMO: 5.14 eV
* HOMO energy: -1.224 eV
* DFT total energy: -2393.43374 hartree
* ΔE to the lowest compared entry with this formula, charge and spin: 36.1 kJ/mol
* LUMO energy: 0.1440 hartree

```
! RIJCOSX wB97M-V def2-TZVPD def2/J DEFGRID3
* xyz -2 1
Cs -0.462 0.377 0.460
C 3.029 5.012 0.146
C 2.259 5.351 1.425
C 1.031 4.508 1.567
C -0.244 4.818 1.217
C -0.768 6.123 0.709
C -1.483 6.940 1.788
C -1.031 3.594 1.406
N -0.235 2.606 1.863
C 1.013 3.097 1.971
C 2.137 2.356 2.371
C 2.216 0.987 2.679
C 3.415 0.289 3.153
C 4.779 0.890 3.283
C 5.490 0.996 1.933
C 3.049 -1.005 3.352
C 1.629 -1.089 3.001
C 0.826 -2.233 3.122
C -0.555 -2.361 2.886
N -1.344 -1.397 2.377
C -2.608 -1.865 2.345
C -3.724 -1.132 1.905
C -3.791 0.223 1.542
N -2.754 1.084 1.596
C -3.191 2.290 1.187
C -2.391 3.447 1.101
C -4.611 2.211 0.842
C -4.985 0.920 1.062
C -6.347 0.318 0.905
C -7.129 0.271 2.219
C -5.438 3.330 0.291
C -5.185 3.563 -1.200
C -2.639 -3.235 2.858
C -1.357 -3.546 3.192
C -0.849 -4.810 3.814
C -0.662 -4.694 5.328
C -3.851 -4.111 2.945
C -4.184 -4.787 1.613
N 1.190 0.119 2.591
C 3.893 -2.133 3.859
C 3.733 -2.365 5.363
H 3.921 5.636 0.036
H 3.340 3.966 0.152
H 2.397 5.139 -0.735
H 2.912 5.211 2.293
H 1.986 6.411 1.424
H 0.053 6.711 0.290
H -1.456 5.941 -0.123
H -0.797 7.180 2.604
H -1.881 7.876 1.385
H -2.310 6.372 2.217
H 3.064 2.916 2.452
H 4.707 1.884 3.736
H 5.383 0.290 3.972
H 4.918 1.621 1.245
H 6.491 1.426 2.040
H 5.575 0.015 1.463
H 1.327 -3.123 3.494
H -4.664 -1.676 1.866
H -2.894 4.341 0.741
H -6.918 0.883 0.161
H -6.256 -0.696 0.502
H -7.270 1.279 2.615
H -8.112 -0.190 2.087
H -6.580 -0.298 2.971
H -6.500 3.122 0.455
H -5.224 4.254 0.839
H -5.435 2.668 -1.776
H -5.775 4.399 -1.586
H -4.130 3.777 -1.379
H -1.539 -5.632 3.595
H 0.104 -5.090 3.355
H -1.613 -4.468 5.815
H -0.263 -5.616 5.760
H 0.025 -3.879 5.566
H -3.702 -4.876 3.714
H -4.710 -3.518 3.274
H -3.354 -5.417 1.287
H -5.082 -5.407 1.688
H -4.344 -4.041 0.833
H 3.637 -3.052 3.323
H 4.945 -1.938 3.629
H 2.689 -2.564 5.612
H 4.338 -3.208 5.708
H 4.033 -1.475 5.921
C -2.796 1.321 -3.474
N -1.507 1.232 -4.126
C -1.426 0.128 -5.069
C -0.409 1.675 -3.393
N -0.459 2.472 -2.397
N 0.808 1.149 -3.840
C 2.045 1.744 -3.688
N 3.068 0.791 -3.758
N 2.223 3.009 -3.591
H -3.567 1.026 -4.187
H -3.026 2.341 -3.161
H -2.862 0.664 -2.598
H -2.163 0.297 -5.860
H -1.605 -0.833 -4.580
H -0.446 0.080 -5.531
H -1.412 2.764 -2.206
H 0.841 0.122 -3.871
H 2.771 -0.172 -3.603
H 3.886 1.056 -3.235
H 3.226 3.179 -3.541
N 2.939 -0.875 -0.479
C 2.740 -2.233 -0.975
C 1.309 -2.645 -1.320
C 0.710 -1.833 -2.479
O 1.501 -1.576 -3.443
O -0.472 -1.449 -2.395
H 2.485 -0.747 0.421
H 2.535 -0.199 -1.120
H 3.146 -2.916 -0.220
H 3.355 -2.354 -1.870
H 0.650 -2.566 -0.451
H 1.321 -3.696 -1.631
*
```

Löwdin population analysis, charges in e, atoms 1 to 6: atom 1 (Cs): 1.313, atom 2 (C): -0.089, atom 3 (C): -0.209, atom 4 (C): -0.140, atom 5 (C): -0.140, atom 6 (C): -0.205